The following is a DFT calculation (the ωB97M-V functional and the def2-TZVPD basis) of a molecular structure, C4H14O4 at a distorted geometry.

Results
total charge = 0
molecular weight = 126.15 g/mol
E_HOMO = -9.142 eV
lowest unoccupied orbital energy = -0.0710 Ha

Structure (XYZ):
```
22
Properties=species:S:1:pos:R:3:forces:R:3
C -1.078 0.091 0.664 1.220 -3.540 4.339
C 0.066 0.836 0.241 2.755 -0.313 3.862
C -1.679 0.703 -0.506 -2.435 1.879 -4.453
C 0.629 2.137 0.768 -0.804 0.742 0.030
O -0.935 -1.294 0.526 -0.659 1.924 0.495
H -1.492 0.345 1.777 0.569 0.065 -2.835
H 0.899 0.170 0.053 -0.280 -0.462 -1.927
H -1.189 0.592 -1.509 0.040 -0.837 0.574
H -2.742 0.437 -0.710 0.692 -0.770 0.278
H -1.772 1.753 -0.506 -0.235 1.675 0.677
H 0.164 3.010 0.243 0.812 -0.464 0.274
H 0.258 2.225 1.807 0.082 -0.051 -0.387
H 1.769 2.168 0.828 -1.720 -0.115 -0.705
H 1.125 -0.634 -2.338 0.694 0.397 -1.628
H 2.276 -0.035 -3.338 -1.677 -0.275 0.664
O 1.301 -0.034 -3.134 0.900 -0.412 1.003
H 0.111 -1.716 1.941 0.165 0.317 0.708
H 0.520 -2.024 3.455 -0.172 -0.346 0.080
O 0.652 -1.421 2.729 -0.079 0.286 -0.841
H 0.565 -3.206 -1.235 0.021 0.715 -0.053
H -0.048 -1.869 -0.495 0.775 -0.632 -1.116
O 0.602 -2.234 -1.262 -0.664 0.217 0.962
```
Positions in Å, forces in eV/Å.

The following is a DFT calculation (the ωB97M-V functional and the def2-TZVPD basis) of 3 unconnected molecules or ions with the total composition C4H14O4 at a distorted geometry.

Results
total charge = 0
SMILES string = OCCO.CO.CO
molecular weight = 126.15 g/mol
E_HOMO = -10.007 eV
lowest unoccupied orbital energy = 0.0213 Ha

Structure (XYZ):
```
22
Properties=species:S:1:pos:R:3:forces:R:3
O -0.931 -1.810 -1.017 0.861 -1.680 -0.324
C -2.242 -1.650 -1.509 1.811 0.777 -0.285
C -3.056 -1.001 -0.479 -0.905 0.864 0.902
O -4.063 -0.259 -1.100 -1.234 0.134 -0.345
H -0.839 -1.574 -0.091 -0.596 0.105 0.028
H -2.051 -0.978 -2.346 -0.862 -0.015 -0.318
H -2.755 -2.555 -1.835 0.445 -0.414 -0.171
H -2.531 -0.271 0.138 0.368 -0.333 -0.040
H -3.515 -1.770 0.142 0.123 -0.044 0.546
H -4.597 -0.943 -1.511 -0.572 0.382 -0.365
C 0.796 -0.077 0.314 1.794 -0.512 -1.106
O -0.289 -0.164 1.139 -1.723 0.419 1.421
H 0.545 0.641 -0.467 0.020 -0.377 -0.167
H 1.750 0.253 0.726 -0.425 -0.045 0.912
H 1.061 -1.065 -0.062 -0.049 0.119 -0.677
H -0.220 -0.761 1.887 0.565 0.007 0.007
C 4.140 2.498 1.123 -0.881 -0.062 -0.603
O 2.746 2.364 0.739 0.825 0.983 0.250
H 4.767 2.630 0.241 0.156 -0.885 -0.231
H 4.372 3.440 1.621 -0.824 -0.123 0.643
H 4.332 1.622 1.742 0.875 0.300 -0.014
H 2.579 1.428 0.605 0.231 0.402 -0.064
```
Positions in Å, forces in eV/Å.

The following is a DFT calculation (the ωB97M-V functional and the def2-TZVPD basis) of 5 unconnected molecules or ions with the total composition C4H14O4 at a distorted geometry.

Results
total charge = 0
molecular weight = 126.15 g/mol
E_HOMO = -8.001 eV
lowest unoccupied orbital energy = -0.1424 Ha

Structure (XYZ):
```
22
Properties=species:S:1:pos:R:3:forces:R:3
C -0.735 -0.057 1.514 -2.314 -0.267 1.224
C -1.236 -2.773 -1.103 -3.665 3.054 3.968
O 2.041 -0.192 -0.416 -2.145 -0.700 0.959
C -0.800 -1.974 -0.053 1.752 -1.729 -1.055
C -1.503 -1.101 0.779 0.052 0.785 -0.477
H -1.416 0.735 1.901 0.639 -0.593 -0.231
H -0.114 -0.424 2.368 -0.376 -0.109 -0.612
H -0.018 0.381 0.855 0.837 0.322 -0.748
H -2.333 -2.806 -1.280 0.905 -0.112 -0.265
H -0.598 -3.328 -1.647 2.123 -1.712 -1.924
H 2.896 -0.466 -0.649 1.706 -0.111 -0.493
H 0.288 -1.954 0.086 -0.204 0.230 -0.096
H -2.608 -1.125 0.701 0.598 0.216 0.398
H -0.905 -0.447 -1.518 0.400 0.255 0.118
H 1.903 0.807 -0.502 0.501 0.578 -0.444
O -0.583 0.283 -2.037 -0.225 0.424 -0.421
H 0.894 3.414 2.043 0.440 1.180 0.374
H 0.946 2.537 0.727 0.264 0.157 -0.433
O 0.635 2.591 1.683 -0.827 -1.369 0.254
H 0.110 0.783 -1.549 -0.048 0.006 -0.079
H 1.758 2.916 -1.193 0.338 0.474 -0.504
O 1.378 2.200 -0.710 -0.752 -0.978 0.486
```
Positions in Å, forces in eV/Å.

The following is a DFT calculation (the ωB97M-V functional and the def2-TZVPD basis) of a molecular structure, C4H14O4 at a distorted geometry.

Results
expectation value of S² = 0.75
total charge = +1
molecular weight = 126.15 g/mol
E_HOMO = -14.226 eV
multiplicity = 2
lowest unoccupied orbital energy = -0.2880 Ha

Structure (XYZ):
```
22
Properties=species:S:1:pos:R:3:forces:R:3
C 1.413 -1.531 -0.934 -1.317 1.099 -0.020
C -2.140 -1.348 0.360 -0.414 -3.199 -4.364
O -1.376 0.289 2.084 -1.732 -1.513 -1.943
C -1.077 -1.096 -0.558 -0.616 0.573 3.117
C 0.127 -1.753 -0.225 1.038 -0.538 -1.037
H 1.262 -0.603 -1.484 0.466 0.062 -0.176
H 1.588 -2.318 -1.674 0.105 -0.293 0.261
H 2.239 -1.397 -0.240 0.071 -0.393 0.041
H -3.166 -1.105 0.093 0.096 0.937 0.405
H -2.123 -2.325 0.837 0.318 0.295 0.650
H -1.740 -0.472 1.160 1.494 3.865 3.990
H -1.054 -0.127 -1.033 0.012 -0.167 -0.844
H 0.056 -2.608 0.441 0.028 0.219 0.352
H 0.232 0.274 1.901 0.488 0.217 0.143
H -1.908 1.113 2.024 0.129 -0.654 -0.060
O 1.181 0.316 1.675 -0.341 -0.006 -0.583
H 1.278 1.152 1.158 0.233 -0.685 0.078
H 1.900 3.048 0.122 0.422 0.273 0.279
O 1.847 2.189 -0.298 -0.428 0.099 -0.041
H 1.117 2.324 -0.941 0.437 -0.411 0.376
H 0.379 3.416 -2.367 -0.291 -0.157 -0.179
O -0.035 2.564 -2.104 -0.198 0.377 -0.445
```
Positions in Å, forces in eV/Å.

The following is a DFT calculation (the ωB97M-V functional and the def2-TZVPD basis) of 2 unconnected molecules or ions with the total composition C4H14OSSi2 at a distorted geometry.

Results
total charge = 0
SMILES string = CCC[Si](C)=S.O[SiH3]
molecular weight = 166.39 g/mol
E_HOMO = -8.806 eV
lowest unoccupied orbital energy = -0.0008 Ha

Structure (XYZ):
```
22
Properties=species:S:1:pos:R:3:forces:R:3
C -2.701 -0.674 -1.850 2.413 -2.296 -0.631
C -1.222 -1.090 -2.185 -1.134 2.186 0.108
C -0.292 -1.036 -0.966 2.891 -1.157 -0.822
Si -0.125 0.637 -0.168 -0.027 0.903 -1.804
C -1.332 0.558 1.214 -3.339 0.554 0.691
S 0.842 2.092 -1.182 -0.738 -1.104 1.167
H -2.853 0.117 -1.216 0.121 2.639 0.967
H -3.240 -0.611 -2.737 -1.119 0.409 -1.454
H -3.111 -1.447 -1.277 -0.848 -1.620 0.750
H -1.181 -2.122 -2.423 -0.361 -0.884 -0.951
H -0.922 -0.452 -3.075 0.246 -0.827 1.236
H 0.757 -1.310 -1.415 -1.566 0.574 0.931
H -0.495 -1.909 -0.295 -0.143 0.941 -0.247
H -0.772 0.012 1.949 0.064 -0.837 0.641
H -1.758 1.424 1.793 0.947 -0.309 -0.882
H -2.361 -0.021 0.955 2.799 0.840 0.314
O 2.832 0.468 1.197 -0.120 -0.580 -3.816
Si 3.561 1.038 2.510 1.775 -1.181 0.946
H 3.002 0.694 0.208 -0.433 -0.317 2.871
H 2.972 2.230 2.822 -1.087 2.362 0.701
H 5.036 1.282 2.479 -0.199 -0.178 -0.389
H 3.363 0.122 3.665 -0.142 -0.119 -0.326
```
Positions in Å, forces in eV/Å.

The following is a DFT calculation (the ωB97M-V functional and the def2-TZVPD basis) of 2 unconnected molecules or ions with the total composition C4H14OSi2 at a distorted geometry.

Results
total charge = 0
SMILES string = CO[SiH2]C.C=[SiH]C
molecular weight = 134.33 g/mol
E_HOMO = -8.111 eV
lowest unoccupied orbital energy = 0.0291 Ha

Structure (XYZ):
```
21
Properties=species:S:1:pos:R:3:forces:R:3
C -1.563 1.997 1.459 -0.085 0.108 0.398
O -1.120 1.522 0.226 0.437 -0.056 0.088
Si -1.965 1.073 -1.092 -0.139 -0.887 0.088
C -2.834 -0.615 -0.904 0.228 0.516 -0.180
H -0.916 2.824 1.762 -0.106 -0.046 0.084
H -1.501 1.206 2.212 -0.038 0.074 0.028
H -2.594 2.356 1.411 -0.083 0.071 0.063
H -0.854 1.019 -2.035 -0.041 -0.094 -0.559
H -2.966 2.091 -1.426 -0.197 0.237 -0.106
H -2.391 -1.356 -1.564 0.142 -0.075 -0.077
H -2.757 -0.997 0.111 0.062 0.018 0.188
H -3.891 -0.564 -1.154 -0.142 0.104 -0.013
C 4.408 -0.484 -0.367 -1.951 -0.320 -0.223
Si 2.698 -0.838 -0.485 1.396 -0.194 0.896
C 1.765 -1.863 0.807 0.305 0.234 -0.242
H 4.924 0.122 -1.090 0.071 0.137 -0.263
H 5.017 -0.832 0.450 0.002 -0.107 0.206
H 1.805 -0.436 -1.566 0.068 0.237 -0.323
H 2.202 -2.853 0.905 0.079 -0.111 -0.019
H 1.820 -1.387 1.783 0.025 0.085 0.093
H 0.713 -1.985 0.556 -0.033 0.069 -0.127
```
Positions in Å, forces in eV/Å.